DFT (ωB97M-V/def2-TZVPD) results for 15 unconnected molecules or ions with the total composition C40H108F6O38PS14 at a distorted geometry.

Atoms and positions in Å:
S: 0.17 -0.16 6.38
S: -2.50 -1.45 -5.80
S: -4.93 0.27 -1.06
S: -2.31 -5.02 -3.48
S: 4.28 -3.17 -3.31
S: 4.86 -3.74 2.31
S: 1.70 2.00 -4.26
S: 2.67 1.61 3.32
S: 8.63 4.11 0.68
S: 4.83 7.01 1.79
S: -0.06 -4.29 3.22
S: -2.12 4.65 3.35
S: -1.09 4.52 -2.50
S: -6.08 -3.53 1.79
P: 0.20 0.10 0.05
F: 0.86 1.61 -0.04
F: 1.69 -0.56 -0.10
F: -1.29 0.74 0.45
F: 0.39 0.15 1.66
F: -0.33 -1.38 0.26
F: -0.08 0.25 -1.56
O: 0.89 -5.41 3.36
O: -3.69 4.04 3.38
O: 4.45 -2.85 3.43
O: -1.22 -1.78 -6.41
O: -6.07 -4.16 0.51
O: -0.93 -4.64 1.79
O: -2.56 -3.69 -2.95
O: -3.82 -5.62 -3.96
O: 3.58 -4.60 1.78
O: -1.71 5.03 4.73
O: 4.02 -1.94 -2.55
O: 3.04 -4.24 -3.04
O: -1.69 -6.12 -2.76
O: -5.03 -2.23 1.85
O: -0.20 0.42 5.10
O: 5.83 6.36 2.68
O: -2.13 5.56 2.21
O: 1.10 -1.60 6.15
O: 0.43 1.36 -4.47
O: -5.88 -4.29 3.02
O: 9.00 4.40 2.05
O: 2.44 2.59 -5.38
O: -2.05 5.52 -3.24
O: 3.39 6.31 1.99
O: 6.02 -4.62 2.34
O: 7.30 3.06 0.71
O: -3.10 -0.18 -6.59
O: -4.99 0.96 0.25
O: -6.25 -0.78 -1.18
O: -4.84 1.04 -2.33
O: 9.59 3.42 -0.20
O: 3.54 1.90 4.53
O: 5.12 7.12 0.35
O: 5.54 -3.89 -3.11
O: -0.87 -0.38 7.39
O: -1.02 -3.90 4.25
O: 1.64 2.99 -2.93
O: -3.50 -2.52 -5.62
C: 3.09 3.06 2.27
C: 2.80 3.37 -2.28
C: -4.92 4.91 1.56
C: -1.21 3.10 2.81
C: -4.41 1.72 -6.12
C: -2.20 -0.55 -4.19
C: 4.56 8.70 2.59
C: -7.96 -1.93 -2.39
C: 1.53 -2.27 7.33
C: -2.16 -3.98 1.53
C: -6.47 -1.43 -2.44
C: -4.79 -5.80 -2.96
C: -2.71 -4.48 0.13
C: 2.48 4.74 -1.70
C: 3.76 -6.05 1.63
C: -3.56 -1.01 -1.10
C: -6.12 -6.41 -3.48
C: 1.20 -3.10 -1.99
C: 3.72 0.45 2.28
C: -7.63 -2.56 2.08
C: -1.49 -4.95 -5.16
C: 4.06 -2.81 -5.08
C: 2.87 0.70 -3.66
C: -4.40 0.22 -6.29
C: 0.93 -2.83 2.67
C: 1.67 -3.90 -3.15
C: -4.41 3.64 2.23
C: -1.14 5.11 -0.74
C: 7.91 5.59 -0.15
C: 1.80 -3.71 7.00
C: 3.53 -6.44 0.17
C: 1.22 7.26 2.07
C: 1.41 0.94 7.28
C: 2.32 6.76 1.20
C: 5.89 1.60 -0.40
C: 6.78 2.79 -0.59
C: -5.07 -1.34 2.92
C: -3.65 -1.00 3.29
C: 5.08 -2.76 0.67
C: -2.08 2.99 -2.14
H: 1.45 8.19 2.58
H: 2.36 0.91 6.74
H: -3.12 -0.73 2.38
H: -3.54 -3.86 -0.22
H: -0.14 3.31 2.73
H: -6.40 -0.83 -3.35
H: -4.05 1.93 -5.11
H: 0.88 -4.29 7.06
H: 4.72 0.88 2.39
H: 5.37 9.32 2.22
H: -1.96 -4.52 -0.66
H: -0.66 4.32 -0.15
H: 2.50 -1.88 7.66
H: -2.86 -4.28 2.30
H: -1.63 2.80 1.85
H: -3.18 -0.14 -3.91
H: 2.00 5.96 0.53
H: -3.70 2.20 -6.79
H: -1.12 -5.93 -5.46
H: -7.72 -1.92 1.21
H: -5.97 4.78 1.30
H: 0.31 7.60 1.59
H: -5.11 -0.07 -7.07
H: 2.51 -6.13 -0.05
H: 5.37 -3.42 -0.15
H: 2.49 0.24 -2.74
H: 0.12 -2.92 -1.98
H: 2.33 5.47 -2.49
H: -1.36 0.11 -4.36
H: 8.70 6.34 -0.18
H: -7.50 -2.05 3.04
H: -1.91 -1.37 -3.53
H: -2.09 -2.89 1.53
H: -5.59 -0.41 2.67
H: 4.23 -2.16 0.36
H: 3.24 5.12 -1.02
H: 7.68 5.29 -1.18
H: -5.32 2.28 -6.30
H: -0.58 6.03 -0.61
H: 1.04 -4.79 -3.23
H: 0.45 -1.93 3.06
H: 3.32 0.55 1.27
H: -5.74 -2.24 -2.46
H: -6.92 -6.53 -2.76
H: -8.28 -2.05 -1.36
H: -8.68 -1.27 -2.88
H: -4.48 -6.33 -2.06
H: 6.97 5.82 0.35
H: 3.72 -0.60 2.58
H: 3.56 9.08 2.35
H: -3.77 -1.63 -1.97
H: 2.51 -4.14 7.71
H: -6.65 -5.74 -4.16
H: -3.54 -0.15 3.97
H: -4.82 5.80 2.18
H: 4.94 1.99 -0.05
H: 0.90 1.90 7.32
H: -4.38 5.14 0.65
H: 1.52 4.74 -1.17
H: -2.97 3.33 -1.61
H: 2.80 3.93 2.85
H: 4.82 -2.05 -5.25
H: 4.74 -6.43 1.91
H: 3.08 -2.43 -5.35
H: 1.57 -2.08 -2.03
H: -2.19 5.27 -0.51
H: 1.47 -3.29 -4.03
H: -5.86 -7.38 -3.90
H: -3.81 3.02 1.56
H: 3.72 3.50 -2.85
H: -3.63 -1.53 -0.14
H: 4.17 3.20 2.13
H: -1.53 2.36 -1.45
H: 1.03 -2.90 1.59
H: 2.83 -0.12 -4.37
H: -5.29 3.15 2.64
H: 1.14 6.61 2.94
H: 1.64 0.59 8.29
H: 3.86 1.12 -3.47
H: -8.49 -3.23 2.06
H: -0.65 -4.27 -5.05
H: 5.88 -2.05 0.88
H: 0.80 -2.33 8.13
H: 5.63 1.15 -1.35
H: 2.17 -3.85 5.98
H: 2.54 7.59 0.52
H: 3.02 2.59 -1.55
H: -4.80 -0.39 -5.48
H: -5.59 -1.65 3.82
H: 1.61 -3.53 -1.08
H: -1.39 2.28 3.51
H: 2.60 3.12 1.29
H: 1.90 -2.97 3.15
H: -2.22 -4.68 -5.93
H: -3.07 -5.50 0.16
H: 3.59 -7.51 -0.05
H: -3.02 -1.76 3.74
H: 4.27 -5.98 -0.49
H: 4.66 8.46 3.65
H: 6.27 0.78 0.20
H: 4.23 -3.77 -5.57
H: -2.62 -0.48 -1.22
H: 7.59 2.48 -1.26
H: 3.15 -6.52 2.40
H: -5.11 -4.81 -2.62
H: -8.08 -2.91 -2.87
H: -2.27 2.50 -3.09
H: 6.26 3.65 -1.02

## Properties
net charge	-1
HOMO	-6.88	eV
multiplicity	1

---

DFT (ωB97M-V/def2-TZVPD) results for 10 unconnected molecules or ions with the total composition C40H110N10O10 at a distorted geometry.

Atoms and positions in Å:
O: -1.59 -1.94 -4.94
O: -0.12 0.34 0.85
O: 4.90 3.24 2.41
O: 6.02 -1.68 0.12
O: -7.52 -3.57 -0.55
O: 1.44 2.33 5.58
O: 2.04 -5.95 1.02
O: 3.07 -0.12 -2.71
O: -7.66 2.39 -2.57
O: -4.05 4.95 3.62
N: 4.14 3.39 -3.08
N: 7.83 5.33 1.50
N: -2.62 3.26 0.66
N: 3.93 -3.58 2.40
N: -4.86 1.52 -0.36
N: 4.77 1.57 6.93
N: -0.91 -4.67 -0.76
N: -1.75 -1.90 -1.65
N: -4.79 -1.33 -1.59
N: -1.39 -4.72 -3.80
C: -1.01 -3.01 -5.64
C: -1.00 -0.64 0.28
C: -3.97 4.48 2.32
C: 1.45 -4.04 -0.93
C: 5.79 4.03 1.64
C: -2.13 -0.95 -5.82
C: -0.40 -3.98 -4.64
C: 3.64 3.72 7.14
C: 1.23 -0.10 0.93
C: 2.09 -0.83 -3.45
C: -6.88 -2.51 -1.25
C: 4.79 -2.21 0.53
C: 5.88 -0.50 -0.65
C: -5.48 -1.95 0.72
C: -1.25 0.39 -2.03
C: -5.58 2.28 -1.40
C: -5.45 -2.35 -0.76
C: 2.74 1.80 5.62
C: 2.08 2.61 -2.02
C: -0.86 -0.83 -1.20
C: 5.11 -3.28 1.58
C: 3.45 2.23 6.88
C: -5.30 5.50 3.97
C: 0.46 -5.12 -0.55
C: 5.63 -4.59 0.98
C: -4.64 2.49 -2.57
C: 3.48 2.25 -2.46
C: -1.43 4.64 2.29
C: -2.65 3.78 2.02
C: 6.60 5.39 3.59
C: -8.84 -3.78 -0.98
C: 7.01 4.51 2.41
C: 0.86 2.33 4.30
C: -6.92 1.56 -1.69
C: 0.60 -4.95 -5.25
C: 3.68 2.98 1.72
C: -8.84 1.75 -3.03
C: 2.38 -6.65 2.20
C: 0.69 -5.59 0.90
C: 3.53 1.02 -3.39
H: -0.69 1.27 -1.73
H: -1.58 -2.85 -1.29
H: 0.94 1.32 3.85
H: -2.99 -1.37 -6.35
H: 1.49 -0.58 -0.02
H: -3.79 -1.43 -1.33
H: 3.18 2.14 2.19
H: 4.52 0.84 -3.81
H: 3.02 3.84 1.86
H: 0.98 -5.64 -4.50
H: 0.59 -6.02 -1.17
H: 4.05 2.00 -1.55
H: 6.03 -5.21 1.78
H: 4.25 3.81 8.04
H: 7.63 3.69 2.79
H: -4.77 3.84 1.93
H: 3.43 -6.90 2.22
H: 1.85 0.79 1.00
H: -6.75 0.55 -2.09
H: -1.82 -1.92 -2.66
H: 1.49 2.92 -2.90
H: 1.83 -7.59 2.22
H: 1.46 2.95 3.62
H: -2.29 0.65 -1.81
H: -2.38 -0.07 -5.24
H: 3.83 2.79 0.66
H: -8.92 -4.01 -2.05
H: -4.73 0.57 -0.75
H: -5.11 2.99 -3.42
H: -7.49 1.46 -0.75
H: -1.08 0.24 -3.10
H: 5.99 4.82 4.29
H: -4.87 -1.67 -2.54
H: -4.16 1.59 -2.97
H: 2.92 1.79 7.74
H: 6.49 -4.53 0.31
H: 1.39 -4.40 -5.75
H: -1.72 -3.57 -6.26
H: 7.46 6.27 1.45
H: -6.23 -1.18 0.90
H: -1.39 -0.72 -6.59
H: 0.12 -3.34 -3.91
H: 0.45 -4.76 1.57
H: 3.35 2.08 4.74
H: 4.23 -1.42 1.06
H: 5.92 -2.91 2.20
H: 3.54 3.79 -3.79
H: 4.63 0.57 6.92
H: 1.53 1.78 -1.59
H: -5.70 -2.84 1.30
H: 6.00 3.59 0.66
H: -3.53 2.90 0.33
H: -0.52 4.08 2.07
H: -1.99 -0.30 0.59
H: 5.34 0.27 -0.09
H: -4.04 5.32 1.60
H: 1.37 -0.77 1.78
H: -1.52 -5.47 -0.60
H: -9.28 2.32 -3.85
H: -5.58 6.28 3.26
H: 7.70 4.95 0.56
H: 0.04 -6.44 1.10
H: -1.69 -5.50 -4.37
H: 4.11 4.23 6.29
H: -9.14 -4.70 -0.48
H: -0.19 2.57 4.32
H: -4.49 -1.57 0.98
H: -4.88 -3.29 -0.86
H: 2.45 -4.44 -1.13
H: -9.52 -2.99 -0.64
H: 2.03 3.41 -1.29
H: -2.10 2.40 0.63
H: 4.18 -4.07 3.25
H: -1.34 5.00 3.32
H: 2.91 1.29 -4.26
H: 2.27 -0.93 -4.53
H: 2.70 4.24 7.31
H: 1.16 -0.26 -3.36
H: -8.66 0.74 -3.38
H: 7.47 5.87 4.02
H: -9.57 1.79 -2.21
H: 2.14 -6.02 3.06
H: -5.98 3.22 -1.02
H: -3.85 3.18 -2.27
H: -0.79 -1.57 0.82
H: 5.32 1.82 6.11
H: -7.47 -1.59 -1.13
H: 1.20 -3.52 -1.86
H: -5.45 1.37 0.45
H: -6.09 4.75 4.06
H: -5.17 5.96 4.95
H: -1.43 5.51 1.63
H: 5.93 6.19 3.25
H: 4.89 -5.19 0.44
H: 5.28 4.97 1.40
H: 2.75 0.70 5.52
H: -0.21 -2.67 -6.31
H: 0.15 -1.18 -1.45
H: 4.97 3.10 -3.60
H: -6.90 -2.75 -2.33
H: -2.14 -4.02 -3.74
H: 1.62 -3.29 -0.15
H: 5.32 -0.66 -1.58
H: 0.07 -5.59 -5.96
H: 1.92 -1.85 -3.12
H: -1.00 -4.56 -1.78
H: -2.66 2.93 2.71
H: 3.36 -4.25 1.88
H: 4.07 -2.53 -0.24
H: 6.88 -0.17 -0.89

## Properties
net charge	0
HOMO	-8.29	eV
multiplicity	1
energy above the lowest of the compared OMol25 structures with the same formula, charge and spin	1.1163	eV